No. 1
20
Properties=species:S:1:pos:R:3:forces:R:3 method="wB97M-V/def2-TZVPD" e_homo_ha=-0.30973 relative_energy_kj_mol=75.9 lumo_ha=0.026 e_tot_ev=-23359.8878 smiles="OC[C@@H]1SC=C[C@@H](O)[C@@H]1O" homo_lumo_gap_ha=0.3360 molar_mass_g_mol=162.21
O 2.041 2.297 -1.524 -0.2153 0.3542 0.1749
C 0.771 1.632 -1.332 -0.6263 0.1354 -0.4868
C 0.911 0.562 -0.236 1.2243 1.6080 0.4107
S 1.731 -0.912 -0.814 -0.2649 -1.9286 -0.1125
C 0.594 -2.258 -0.424 -2.3466 0.8996 1.3209
C -0.669 -2.136 0.120 1.7390 1.3952 -1.5951
C -1.269 -0.724 0.381 1.0327 -2.3813 1.2751
O -2.134 -0.840 1.541 -0.1042 3.1764 -1.2541
C -0.151 0.297 0.763 -2.2652 0.0906 -0.6054
O -0.702 1.558 1.103 -0.4809 0.2337 0.3058
H 2.164 3.121 -0.982 -0.7755 -1.4412 -0.6444
H -0.047 2.385 -1.245 0.5448 -0.7323 0.5663
H 0.508 1.004 -2.192 0.5157 0.8020 -0.6020
H 1.694 1.019 0.374 0.0692 -0.0707 0.1484
H 0.924 -3.275 -0.563 0.6002 0.0658 -0.4414
H -1.363 -2.997 0.149 0.6271 0.4616 0.2573
H -1.824 -0.457 -0.520 -0.2912 0.4861 0.2832
H -2.248 -1.669 1.942 0.3332 -1.9192 0.1639
H 0.376 -0.068 1.597 0.3444 -1.0157 1.3324
H -1.307 1.460 1.862 0.3396 -0.2195 -0.4974

No. 2
18
Properties=species:S:1:pos:R:3:forces:R:3 method="wB97M-V/def2-TZVPD" e_homo_ha=-0.32064 relative_energy_kj_mol=49.4 lumo_ha=0.029 e_tot_ev=-19266.5179 smiles="O=C[C@H]1CCCSC1" homo_lumo_gap_ha=0.3498 molar_mass_g_mol=130.21
O -2.428 1.133 -1.462 0.6931 -0.9663 -0.2792
C -1.562 0.390 -1.894 -0.0718 1.5535 2.2797
C -0.437 -0.184 -0.975 -0.6196 -0.3567 -0.1626
C 0.314 0.952 -0.231 0.4630 -0.2612 -0.3927
C 1.506 0.444 0.627 -0.6902 -0.2194 -1.2198
C 1.085 -0.416 1.769 -0.2532 -0.5700 0.3269
S 0.249 -1.927 1.155 -0.5750 0.3680 -0.2673
C -1.045 -1.144 0.083 0.3477 1.0033 0.0030
H -1.511 0.255 -2.959 0.1862 -0.5944 -0.9118
H 0.194 -0.797 -1.644 0.2336 0.4536 0.3836
H 0.729 1.647 -0.982 -0.3366 -0.0149 0.3794
H -0.397 1.488 0.442 0.3633 -0.2663 -0.6625
H 2.006 1.306 0.989 0.6144 0.9240 0.4629
H 2.229 -0.123 0.027 -0.1906 0.1652 -0.1519
H 0.462 0.134 2.479 -0.1882 -0.1283 -0.0898
H 1.970 -0.744 2.324 -0.1883 -0.2181 -0.0446
H -1.640 -1.887 -0.437 0.1005 -0.5128 0.2983
H -1.725 -0.529 0.689 0.1117 -0.3592 0.0485

No. 3
18
Properties=species:S:1:pos:R:3:forces:R:3 method="wB97M-V/def2-TZVPD" e_homo_ha=-0.30601 relative_energy_kj_mol=339.3 lumo_ha=0.030 e_tot_ev=-19263.5127 smiles=C[C@@H]1CS[C@H]2C[C@]12O homo_lumo_gap_ha=0.3359 molar_mass_g_mol=130.21
C -2.016 -0.396 -1.142 -2.0591 -1.6245 -0.4580
C -1.179 -0.489 0.078 0.4471 -1.2970 1.0992
C -1.023 0.859 0.844 0.3787 -0.4726 1.4076
S 0.721 1.524 0.628 0.1839 -0.1562 -0.1492
C 0.915 0.342 -0.733 -0.4725 0.3407 0.8681
C 1.287 -1.082 -1.224 0.3502 1.3812 0.5754
C 0.247 -0.841 -0.149 0.9871 -1.1631 -0.9209
O 0.806 -1.295 1.053 0.6100 1.7205 0.6392
H -3.030 -0.208 -0.810 -0.3611 0.5974 0.0039
H -1.787 0.319 -1.916 0.4347 0.2856 -0.0106
H -2.186 -1.399 -1.603 0.6912 0.5787 0.0685
H -1.531 -1.323 0.769 -0.2673 1.2514 -0.7678
H -1.763 1.537 0.497 -0.4742 0.8800 -0.4842
H -1.186 0.767 1.937 0.1569 -0.1477 -0.6277
H 0.181 0.700 -1.416 0.0493 0.3524 -0.9623
H 2.199 -1.483 -0.788 -0.2833 -0.3576 -0.4213
H 1.140 -1.102 -2.291 -0.0830 -0.4854 -0.0764
H 0.590 -2.201 1.102 -0.2886 -1.6838 0.2166

No. 4
18
Properties=species:S:1:pos:R:3:forces:R:3 method="wB97M-V/def2-TZVPD" e_homo_ha=-0.32648 relative_energy_kj_mol=144.3 lumo_ha=0.035 e_tot_ev=-19265.5336 smiles=C[C@@H]1C[C@@H]2C[C@]2(S)O1 homo_lumo_gap_ha=0.3617 molar_mass_g_mol=130.21
C 1.713 -1.413 0.173 -0.2783 0.0364 -0.1724
C 0.451 -0.857 -0.488 0.3488 0.0947 -0.2858
C 0.474 0.659 -0.780 -0.1054 -0.2585 0.2029
C -0.974 1.075 -0.576 0.0331 -0.1094 0.0326
C -1.380 1.362 0.847 -0.4098 -2.0899 -1.1041
C -1.612 -0.092 0.123 -0.4283 2.3036 1.0113
S -3.286 -0.604 -0.216 0.3350 0.0785 -0.2887
O -0.674 -1.066 0.381 0.2556 -0.0770 0.2554
H 1.454 -1.804 1.153 0.0114 -0.0370 0.0878
H 2.464 -0.637 0.296 0.0951 0.0469 0.0335
H 2.140 -2.217 -0.416 0.1026 -0.1036 -0.0053
H 0.247 -1.395 -1.425 -0.0136 0.0612 0.1030
H 0.826 0.866 -1.788 0.0421 -0.0004 -0.0455
H 1.123 1.176 -0.070 0.0495 -0.0135 -0.0624
H -1.483 1.576 -1.385 -0.1026 0.0945 -0.0325
H -0.623 1.381 1.610 0.2389 -0.0352 0.0893
H -2.265 1.949 1.020 -0.1393 0.0414 -0.0048
H -3.626 -0.869 1.045 -0.0350 -0.0327 0.1857

No. 5
18
Properties=species:S:1:pos:R:3:forces:R:3 method="wB97M-V/def2-TZVPD" e_homo_ha=-0.31350 relative_energy_kj_mol=458.3 lumo_ha=0.000 e_tot_ev=-16304.5515 homo_lumo_gap_ha=0.3130 molar_mass_g_mol=126.23
C -2.020 1.038 -1.007 -1.6822 1.8777 -1.2833
C -0.587 -2.526 -0.779 -2.5264 -1.4153 1.7889
C -0.749 1.332 -0.984 3.7461 -0.3086 0.8428
C 0.418 -1.818 -1.222 -0.0833 0.6307 1.9555
C 1.094 0.006 1.351 -0.8927 -2.2443 2.0965
C 1.265 1.300 2.081 1.7326 -2.1297 1.1911
O 0.654 -0.949 2.032 0.7724 1.2433 -1.4615
Si 1.121 -0.292 -0.504 -4.0199 2.0659 0.0809
H -2.824 1.759 -1.442 1.4376 -1.0134 1.0616
H -2.409 0.105 -0.702 -0.2785 -1.1498 0.0948
H -1.227 -3.330 -1.320 1.5514 1.5793 0.6390
H -0.914 -2.306 0.249 -0.0793 -0.5084 -0.3680
H -0.297 2.358 -1.137 -0.8131 -1.2346 -0.2466
H 0.579 -1.983 -2.191 1.4199 -0.4566 -4.0022
H 0.631 1.960 1.688 -2.9324 2.7369 -1.6875
H 0.969 1.120 3.111 0.2884 0.0208 0.1131
H 2.207 1.799 1.991 0.9576 -0.1328 0.0337
H 2.090 0.425 -1.213 1.4018 0.4388 -0.8486

No. 6
18
Properties=species:S:1:pos:R:3:forces:R:3 method="wB97M-V/def2-TZVPD" s_squared=2.007 e_homo_ha="-0.17262 / -0.35686" relative_energy_kj_mol=82.9 multiplicity=3 lumo_ha="0.034 / -0.074" e_tot_ev=-16303.3981 homo_lumo_gap_ha="0.2068 / 0.2830" molar_mass_g_mol=126.23
C -2.761 0.701 0.195 0.6502 4.9000 0.2893
C -1.454 1.134 0.054 -3.8076 4.7997 0.2893
C -2.736 -0.668 0.129 -2.8924 -2.6601 0.2981
C -0.679 0.039 -0.093 4.3988 -3.4773 -0.3382
C 1.650 -1.873 0.586 -1.8873 -0.0016 -2.6666
C 1.882 1.431 -0.196 1.2893 0.0609 -1.6283
O -1.506 -1.081 -0.091 1.9384 -2.5876 -0.5970
Si 1.158 -0.286 -0.350 -1.2887 0.4349 -2.7858
H -3.639 1.345 0.362 0.5935 -0.5209 -0.1755
H -1.097 2.196 0.011 -0.5290 -1.3225 0.1909
H -3.546 -1.371 -0.063 0.3141 0.2447 0.0780
H 2.630 -2.166 0.385 1.5980 -0.6563 -0.6145
H 1.623 -1.635 1.577 -0.2569 0.6502 2.9382
H 0.930 -2.720 0.410 0.6930 0.9392 -0.0454
H 1.175 2.075 -0.922 2.0792 -1.2770 1.5932
H 1.998 1.856 0.788 -0.4055 0.2856 0.3273
H 2.995 1.285 -0.559 -2.2274 0.7994 0.1282
H 1.377 -0.261 -2.223 -0.2597 -0.6114 2.7189

No. 7
17
Properties=species:S:1:pos:R:3:forces:R:3 method="wB97M-V/def2-TZVPD" e_homo_ha="-0.29042 / -0.29551" relative_energy_kj_mol=1001.3 lumo_ha="-0.035 / -0.010" e_tot_ev=-17209.2457 homo_lumo_gap_ha="0.2553 / 0.2859" molar_mass_g_mol=114.21
C 0.197 1.300 -0.441 -2.5954 1.1447 -0.4749
C 2.678 0.396 -0.061 -0.2026 1.6117 -1.5212
C -1.906 1.233 0.747 3.0174 -1.0092 -0.1095
C -1.146 -0.832 -0.677 0.9366 0.7911 1.0137
C 0.086 -1.412 0.039 0.5393 -0.4491 1.9508
C -1.244 0.747 -0.533 0.7652 -1.1084 0.6919
S 1.149 0.149 0.266 -0.3997 0.0690 3.2705
H 3.306 -0.232 0.381 2.5508 -2.4754 2.6467
H 3.017 0.548 -1.023 -0.0235 0.6684 -2.2799
H -1.365 0.627 1.539 -1.3646 1.2390 0.0382
H -2.088 2.314 0.826 -0.0592 -0.6270 0.3637
H -0.997 -0.942 -1.707 -0.1308 -0.6394 -1.5925
H -2.023 -1.324 -0.322 -0.8133 -0.3585 -0.0183
H -0.172 -1.852 1.103 0.6617 0.8436 -2.0736
H 0.823 -2.103 -0.488 -1.4217 0.7269 0.4426
H -1.794 1.103 -1.375 -0.0208 0.4380 -0.8257
H 1.478 0.279 1.724 -1.4393 -0.8654 -1.5226

No. 8
17
Properties=species:S:1:pos:R:3:forces:R:3 method="wB97M-V/def2-TZVPD" e_homo_ha="-0.25315 / -0.31503" relative_energy_kj_mol=544.5 lumo_ha="-0.008 / 0.013" e_tot_ev=-17213.9802 homo_lumo_gap_ha="0.2453 / 0.3283" molar_mass_g_mol=114.21
C 1.975 0.873 -0.340 -2.1560 -1.4255 -0.3806
C 0.377 -1.475 -0.033 1.6427 2.0366 -0.1693
C 0.649 1.482 -0.585 -1.6067 -3.6135 -0.7924
C -0.374 0.763 0.439 -1.0243 2.7618 -2.3442
C -0.613 -0.607 -0.062 -0.5732 -1.2857 1.4377
C -1.994 -1.059 -0.378 1.6935 -0.0171 -2.9837
S 1.994 -0.767 0.228 1.1982 -0.4264 0.2731
H 2.763 1.506 -0.111 1.7130 0.5369 0.4661
H 0.316 -2.508 -0.227 0.1001 -1.0098 -0.3431
H 0.619 2.505 -0.454 0.0955 2.2156 0.1280
H 0.259 1.187 -1.626 0.5259 0.7434 1.1454
H 0.164 0.829 1.377 -0.4496 -0.2746 0.5561
H -1.349 1.388 0.398 1.5103 -1.0682 0.4960
H -2.598 -0.718 0.365 -2.2241 0.5318 2.0704
H -2.120 -2.105 -0.686 0.2136 0.1984 0.6292
H -2.215 -0.492 -1.286 -0.6124 0.1158 -0.0863
H 2.146 -0.799 2.981 -0.0467 -0.0195 -0.1024

No. 9
17
Properties=species:S:1:pos:R:3:forces:R:3 method="wB97M-V/def2-TZVPD" e_homo_ha=-0.31801 relative_energy_kj_mol=262.1 lumo_ha=-0.005 e_tot_ev=-17216.9066 smiles="C=C(C)CCC=S" homo_lumo_gap_ha=0.3128 molar_mass_g_mol=114.21
C 0.063 -1.088 -1.216 -0.6840 -2.8746 -2.8880
C 0.419 -0.571 -0.085 2.5963 1.0196 2.6373
C 1.758 -1.059 0.634 -1.6987 0.6200 -1.7927
C -0.221 0.578 0.664 4.7094 -0.7555 0.6715
C -1.180 1.350 -0.086 -2.6435 -2.3021 0.3622
C -2.443 0.492 -0.353 -0.0294 0.1335 0.2959
S -2.729 -0.873 0.482 -0.7058 0.6942 -0.6279
H 0.620 -2.040 -1.524 -0.7155 1.5928 0.0555
H -0.844 -0.872 -1.863 1.3059 0.0227 1.1126
H 1.947 -2.058 0.359 0.4253 -1.2230 -0.7979
H 1.683 -1.134 1.675 -0.4451 0.4527 1.7296
H 2.624 -0.448 0.389 -0.1241 0.2037 -0.1418
H 0.747 1.238 1.005 -2.5992 -1.2856 -0.4419
H -0.693 0.071 1.510 0.2532 0.6137 0.3570
H -0.847 1.765 -0.956 1.0451 1.0379 -2.4089
H -1.395 2.098 0.587 -1.3280 2.3084 1.1482
H -3.149 0.834 -1.153 0.6380 -0.2585 0.7293

No. 10
17
Properties=species:S:1:pos:R:3:forces:R:3 method="wB97M-V/def2-TZVPD" s_squared=2.009 e_homo_ha="-0.16739 / -0.32425" relative_energy_kj_mol=403.5 multiplicity=3 lumo_ha="0.032 / -0.109" e_tot_ev=-17210.6814 homo_lumo_gap_ha="0.1997 / 0.2157" molar_mass_g_mol=114.21
C -1.824 -1.980 0.528 -6.1340 -6.9269 0.2167
C -1.121 -1.013 0.395 7.0972 7.8426 -0.3722
C 1.810 -0.282 -1.358 1.5007 -0.2349 0.0105
C -0.720 1.184 1.434 1.2655 1.2258 0.0761
C 1.229 0.052 -0.047 -1.6864 -0.8895 1.0266
C -0.603 0.295 0.193 0.4261 -1.0550 0.1820
S -1.326 1.083 -1.280 -0.1231 -0.1032 -0.7719
H -2.350 -2.903 0.510 0.1027 -0.0346 0.2665
H 2.762 -0.894 -1.387 -1.2332 0.4186 0.4302
H 1.079 -0.704 -1.967 -1.1576 -1.2925 -1.2156
H 2.048 0.631 -1.852 0.3006 0.8216 -0.4850
H 0.246 1.639 1.740 -0.2571 -0.3208 -0.4625
H -1.369 2.076 1.329 -0.1133 -0.9497 -0.1058
H -0.952 0.568 2.271 -0.7184 -0.3196 0.7134
H 1.374 -0.577 0.799 0.0939 -1.4903 0.1482
H 1.650 0.894 0.358 0.5526 2.8733 0.4853
H -1.933 -0.068 -1.665 0.0838 0.4349 -0.1425

Going through the records in order, we get F_max values of 3.4; 2.8; 2.7; 2.6; 4.5; 6.1; 4.4; 4.0; 4.8; 10.6 eV/Å.